Record 1
244
Properties=species:S:1:pos:R:3:lowdin_charge:R:1 method="wB97M-V/def2-TZVPD" e_lumo_ev=-3.0 e_tot_ha=-7596.14877 homo_ev=-8.7765 total_charge=+2
C 15.7223 -10.9049 -36.4938 -0.097
C 16.4023 -11.9102 -35.5828 -0.233
C 17.8772 -12.2096 -36.0457 -0.049
N 18.6478 -13.2313 -35.0535 -0.219
C 20.1696 -13.0589 -35.3113 0.039
C 18.3991 -13.0004 -33.5239 -0.088
C 17.2609 -13.9530 -33.2314 -0.203
C 17.6658 -15.2325 -33.8454 -0.148
C 18.2439 -14.7366 -35.2110 -0.056
H 15.6014 -11.3252 -37.4922 0.080
H 16.2190 -9.9407 -36.6021 0.087
H 14.6967 -10.7109 -36.1800 0.083
H 15.8075 -12.8236 -35.5771 0.102
H 16.3376 -11.5776 -34.5468 0.104
H 18.5104 -11.3231 -36.0800 0.126
H 17.9464 -12.5488 -37.0792 0.130
H 20.2404 -13.1970 -36.3902 0.106
H 20.6747 -13.9100 -34.8546 0.109
H 20.3085 -12.0724 -34.8691 0.112
H 19.2414 -13.1925 -32.8593 0.142
H 18.2267 -11.9515 -33.2826 0.136
H 17.1826 -13.9884 -32.1448 0.131
H 16.2552 -13.7353 -33.5911 0.112
H 18.3955 -15.7733 -33.2428 0.123
H 16.8367 -15.9319 -33.9525 0.124
H 19.0515 -15.3104 -35.6655 0.127
H 17.4837 -14.6264 -35.9843 0.119
C 20.4488 -12.2229 -24.0795 -0.130
C 21.0310 -10.8737 -24.0288 -0.240
C 21.7737 -10.5868 -22.6966 -0.098
N 22.0717 -9.1103 -22.5585 -0.263
C 22.9598 -8.7256 -23.6814 0.014
C 22.8380 -8.6964 -21.2343 -0.045
C 22.2984 -7.3010 -20.8667 -0.134
C 21.1960 -6.9625 -21.8438 -0.170
C 20.7730 -8.2522 -22.4504 -0.085
H 19.4197 -12.3515 -23.7440 0.080
H 20.9577 -12.9946 -23.5019 0.081
H 20.4087 -12.6518 -25.0807 0.085
H 20.1765 -10.2269 -24.2277 0.116
H 21.6438 -10.8370 -24.9295 0.118
H 22.7162 -11.1249 -22.5956 0.143
H 21.1339 -10.8047 -21.8414 0.136
H 23.8204 -9.3891 -23.5960 0.122
H 23.2802 -7.6880 -23.5870 0.120
H 22.3857 -8.8554 -24.5988 0.107
H 23.8786 -8.6942 -21.5589 0.125
H 22.6839 -9.4510 -20.4631 0.132
H 23.1535 -6.6256 -20.8935 0.125
H 21.9403 -7.3497 -19.8384 0.123
H 21.6002 -6.2537 -22.5665 0.122
H 20.2933 -6.5036 -21.4403 0.134
H 20.3791 -8.1002 -23.4553 0.136
H 20.1106 -8.7589 -21.7485 0.148
C 26.7198 -2.6973 -14.1154 -0.079
C 26.2371 -3.4075 -12.8535 -0.225
C 24.9041 -4.1700 -12.9143 -0.116
N 24.2177 -4.6443 -11.6341 -0.237
C 22.9770 -5.5382 -11.8890 -0.046
C 23.4752 -6.9810 -12.3910 -0.133
C 24.6819 -7.6448 -11.7032 -0.194
C 25.7791 -6.6357 -11.4174 -0.169
C 25.2574 -5.3570 -10.7523 -0.106
C 23.7370 -3.3928 -10.7626 0.055
H 27.5944 -2.0546 -14.0153 0.085
H 25.9387 -2.1443 -14.6371 0.084
H 27.0514 -3.3953 -14.8841 0.080
H 26.2459 -2.6666 -12.0541 0.103
H 26.9896 -4.0997 -12.4756 0.104
H 25.0070 -4.9995 -13.6139 0.133
H 24.1003 -3.5337 -13.2846 0.133
H 22.2916 -5.1431 -12.6388 0.136
H 22.4637 -5.6584 -10.9350 0.125
H 23.7655 -6.9676 -13.4415 0.108
H 22.6716 -7.7114 -12.2967 0.115
H 25.0894 -8.4605 -12.3003 0.121
H 24.4483 -8.1772 -10.7812 0.113
H 26.3153 -6.3774 -12.3306 0.113
H 26.5274 -7.0689 -10.7538 0.128
H 25.9831 -4.6209 -10.4066 0.130
H 24.6339 -5.6816 -9.9192 0.133
H 23.0841 -2.7697 -11.3739 0.110
H 24.6809 -2.9171 -10.4961 0.090
H 23.1497 -3.6109 -9.8706 0.104
C 9.4456 -16.4669 -23.3962 -0.092
C 9.9838 -15.1320 -23.9720 -0.208
C 10.0863 -14.0171 -22.8811 -0.100
N 10.4166 -12.5808 -23.3591 -0.257
C 10.5168 -11.6646 -22.1222 -0.067
C 11.0530 -10.2871 -22.5853 -0.139
C 12.3122 -10.2689 -23.5082 -0.173
C 12.2628 -11.3649 -24.5272 -0.176
C 11.6773 -12.6898 -24.1445 -0.120
C 9.2478 -12.0618 -24.1874 0.024
H 10.0878 -17.0560 -22.7415 0.079
H 9.1739 -17.1675 -24.1858 0.078
H 8.5326 -16.3073 -22.8225 0.076
H 9.3444 -14.8560 -24.8105 0.104
H 10.9418 -15.3812 -24.4284 0.103
H 10.8442 -14.2129 -22.1225 0.134
H 9.1627 -13.9089 -22.3125 0.134
H 11.2100 -12.0598 -21.3796 0.145
H 9.5097 -11.5529 -21.7206 0.135
H 11.3002 -9.7310 -21.6810 0.126
H 10.2950 -9.7548 -23.1599 0.107
H 13.1540 -10.3120 -22.8172 0.118
H 12.5488 -9.3387 -24.0247 0.126
H 13.2275 -11.4745 -25.0228 0.134
H 11.5800 -10.9629 -25.2757 0.113
H 12.2944 -13.1834 -23.3938 0.145
H 11.5090 -13.3810 -24.9704 0.133
H 8.9019 -12.6186 -25.0583 0.109
H 9.5614 -11.1355 -24.6689 0.093
H 8.3967 -11.8260 -23.5485 0.116
C 23.5398 -27.8607 -25.1696 -0.082
C 23.8582 -26.7457 -26.1986 -0.214
C 23.2769 -25.3690 -25.6506 -0.068
N 23.9195 -24.1869 -26.4180 -0.223
C 23.0808 -22.8579 -26.1756 -0.120
C 21.7923 -22.8433 -26.7734 -0.225
C 21.7971 -23.2854 -28.2083 -0.213
C 22.4892 -24.5650 -28.4919 -0.133
C 23.9945 -24.4081 -27.9347 -0.077
C 25.3782 -23.8770 -25.9768 0.037
H 24.0155 -28.7933 -25.4731 0.083
H 22.5071 -28.1593 -24.9899 0.080
H 23.9321 -27.4075 -24.2592 0.074
H 23.3901 -26.9880 -27.1527 0.096
H 24.9013 -26.7716 -26.5137 0.106
H 23.6648 -25.0400 -24.6865 0.123
H 22.1887 -25.4324 -25.6497 0.132
H 22.9693 -22.5301 -25.1421 0.145
H 23.6649 -22.0618 -26.6372 0.143
H 21.1031 -23.5388 -26.2944 0.121
H 21.2854 -21.8792 -26.7324 0.145
H 20.7870 -23.3074 -28.6174 0.129
H 22.3200 -22.4541 -28.6812 0.129
H 22.0038 -25.4675 -28.1203 0.111
H 22.6086 -24.6924 -29.5678 0.125
H 24.5471 -25.3197 -28.1623 0.119
H 24.4967 -23.5468 -28.3753 0.135
H 25.8249 -23.0912 -26.5860 0.113
H 26.0785 -24.7113 -26.0179 0.106
H 25.2464 -23.6181 -24.9263 0.103
C 15.0081 3.1725 -22.0914 -0.085
C 15.0977 3.0763 -23.6225 -0.238
C 16.4060 2.4270 -24.0635 -0.116
N 16.7258 2.4345 -25.5721 -0.204
C 17.8795 1.3864 -25.7870 -0.112
C 19.1955 1.9113 -25.4144 -0.179
C 19.4329 3.4151 -25.7697 -0.150
C 18.2785 4.3677 -25.3712 -0.170
C 16.9825 3.9021 -26.0553 -0.084
C 15.5342 1.9242 -26.4295 0.027
H 15.7368 3.9029 -21.7397 0.084
H 15.0690 2.2334 -21.5415 0.087
H 14.0096 3.5100 -21.8133 0.080
H 14.9843 4.0673 -24.0620 0.106
H 14.2013 2.5011 -23.8542 0.109
H 16.3389 1.3734 -23.7923 0.141
H 17.2294 2.9039 -23.5318 0.125
H 17.6985 0.3705 -25.4357 0.150
H 17.8971 1.4327 -26.8759 0.130
H 19.3938 1.7611 -24.3531 0.123
H 19.8617 1.2708 -25.9924 0.131
H 20.3462 3.8368 -25.3500 0.118
H 19.6756 3.3630 -26.8310 0.115
H 18.1696 4.4646 -24.2910 0.110
H 18.5445 5.3544 -25.7502 0.124
H 16.1894 4.5928 -25.7689 0.125
H 17.3124 4.0937 -27.0763 0.138
H 15.8083 1.8918 -27.4840 0.107
H 14.6641 2.5433 -26.2107 0.099
H 15.3618 0.8843 -26.1522 0.107
C 25.5953 -17.3270 -19.3027 -0.088
C 25.0402 -16.9776 -17.9238 -0.227
C 24.0076 -18.0440 -17.4202 -0.084
N 23.6133 -17.7988 -15.9010 -0.226
C 22.7497 -16.5013 -15.8410 -0.096
C 22.2404 -16.2260 -14.4470 -0.161
C 21.3615 -17.4129 -14.0563 -0.185
C 22.0787 -18.7819 -14.1576 -0.136
C 22.9472 -19.0861 -15.4487 -0.088
C 24.8612 -17.5177 -15.0192 0.038
H 26.2538 -18.1815 -19.4586 0.083
H 26.1134 -16.4562 -19.7043 0.089
H 24.7413 -17.5577 -19.9395 0.072
H 24.7057 -15.9515 -17.7706 0.110
H 25.8960 -16.9916 -17.2489 0.095
H 24.4468 -19.0349 -17.5353 0.130
H 23.0864 -18.0417 -18.0029 0.128
H 21.9465 -16.5310 -16.5772 0.144
H 23.4184 -15.6857 -16.1158 0.119
H 21.7146 -15.2998 -14.2153 0.139
H 23.0510 -16.2997 -13.7220 0.108
H 20.4833 -17.4701 -14.6994 0.116
H 20.9627 -17.2347 -13.0577 0.123
H 21.3629 -19.5783 -13.9542 0.116
H 22.7683 -18.8668 -13.3177 0.102
H 22.2525 -19.3703 -16.2391 0.125
H 23.7278 -19.8459 -15.4102 0.135
H 25.1291 -16.5020 -15.3103 0.105
H 25.6903 -18.1543 -15.3282 0.110
H 24.6445 -17.7326 -13.9727 0.103
C 15.8974 -9.0238 -16.4113 -0.685
F 16.4327 -8.6751 -15.2373 0.119
F 14.5502 -9.1188 -16.3252 0.100
F 16.3243 -8.2481 -17.3403 0.167
S 16.5496 -10.8249 -16.8475 0.491
O 15.9988 -11.7761 -15.8378 -0.392
O 16.1008 -11.1026 -18.2342 -0.410
O 17.9989 -10.6865 -16.7632 -0.390
C 27.1299 -13.6292 -30.2067 -0.644
F 28.0017 -13.2956 -29.2365 0.101
F 26.2181 -12.6194 -30.2975 0.081
F 27.6926 -13.8594 -31.3693 0.152
S 26.1978 -15.1965 -29.5294 0.502
O 25.4242 -14.7715 -28.3452 -0.388
O 25.3830 -15.6555 -30.7043 -0.420
O 27.2272 -16.2058 -29.2402 -0.384
C 19.5248 -5.4267 -31.8730 -0.682
F 19.6691 -4.1392 -32.1965 0.114
F 18.7976 -6.0830 -32.7440 0.135
F 20.7581 -5.9591 -31.8760 0.099
S 18.8197 -5.5752 -30.0759 0.479
O 19.8506 -4.9150 -29.2060 -0.392
O 17.4989 -4.9453 -30.1110 -0.374
O 18.7828 -7.0030 -29.8401 -0.378
C 30.6923 -9.7617 -19.6618 -0.607
F 29.9290 -9.2777 -20.6913 0.075
F 30.8319 -11.0856 -19.7678 0.096
F 31.9464 -9.2787 -19.6555 0.109
S 29.7345 -9.4418 -17.9624 0.515
O 28.7521 -10.5585 -17.8601 -0.411
O 30.8359 -9.5414 -16.9840 -0.379
O 29.0541 -8.1267 -18.0808 -0.398
C 18.1818 -0.0968 -16.5463 -0.660
F 17.4785 -0.6565 -17.5600 0.090
F 17.4206 0.7272 -15.8005 0.104
F 18.4379 -1.1247 -15.7805 0.113
S 19.8393 0.7455 -17.0769 0.486
O 20.4632 -0.1469 -18.0543 -0.376
O 19.3413 2.0217 -17.6376 -0.386
O 20.7000 0.9197 -15.8904 -0.371



Record 2
45
Properties=species:S:1:pos:R:3:lowdin_charge:R:1 method="wB97M-V/def2-TZVPD" e_lumo_ev=0.1 relative_energy_kj_mol=1042.2 e_tot_ha=-972.08769 homo_ev=-8.6353 total_charge=0
C -5.1268 0.8543 2.9782 -0.019
C -4.5373 0.9929 1.6661 -0.370
N -3.6950 0.0217 1.4098 0.187
C -2.9630 0.1637 0.1345 -0.204
N -2.0866 -0.7138 -0.6152 0.147
C -1.6292 0.0808 -1.6421 -0.375
N -2.2039 1.3262 -1.8419 0.228
N -3.1332 1.1547 -0.6543 -0.005
C -3.9608 2.1428 -0.3150 -0.262
C -4.6808 2.0966 0.8257 0.038
H -5.2857 2.7884 1.3945 0.133
C -4.0676 3.2496 -1.1873 -0.044
H -4.9027 4.0562 -1.0676 0.139
H -4.4779 3.0559 -2.1332 0.075
H -3.1989 3.7494 -1.4546 0.068
C -0.5938 -0.3825 -2.5393 -0.090
H -1.0403 -1.3719 -3.0364 0.193
H -0.5482 0.2820 -3.4018 0.131
C 0.5664 -0.7118 -1.7705 -0.367
O 1.7479 -0.1145 -2.3273 -0.119
N 0.6456 -1.5181 -0.7860 0.170
H -0.1344 -1.4885 -0.2834 0.052
C 1.7669 -1.6824 0.2632 -0.183
C 3.0185 -2.2011 -0.5721 -0.195
H 2.4893 -3.5689 -0.8617 0.214
H 3.0119 -1.7103 -1.4988 0.082
C 4.1798 -2.4487 -0.0244 -0.263
H 4.6967 -3.3909 -0.0729 0.107
H 4.0804 -2.5994 1.1824 0.172
C 5.0943 -1.1765 0.0141 -0.185
C 4.5827 -0.0946 0.8983 -0.152
C 3.1887 0.2996 0.3625 -0.155
C 2.0868 -0.4558 1.0302 -0.116
H 2.4274 -0.8150 1.8491 0.063
H 1.2219 0.1066 1.0470 0.113
H 3.0829 0.4946 -0.4650 -0.034
H 2.9714 1.2783 0.7899 0.128
H 4.7234 0.0073 1.9321 0.094
H 5.3298 0.7882 0.6500 0.147
H 5.3543 -0.9801 -0.8853 0.053
H 6.0723 -1.3316 0.3735 0.100
H 1.5593 -2.3074 0.9294 0.063
H -4.7939 1.5947 3.5849 0.066
H -4.7313 -0.1351 3.2852 0.107
H -6.1070 0.6142 2.8357 0.067